Molecular formula: C29H40Cl3IN3O9
Method: DFT, ωB97M-V/def2-TZVPD

The geometry in XYZ format:
```
85
Properties=species:S:1:pos:R:3:mulliken_charge:R:1
H 0.703 -5.001 -6.426 0.395
H -6.303 1.011 0.992 0.350
C 3.555 -3.154 -0.024 0.114
H -2.075 0.466 1.261 0.226
C -4.404 2.682 -0.215 -0.578
O -5.173 1.610 -0.653 -0.345
H 0.355 -7.375 -2.881 0.391
O 3.453 0.300 -2.284 -0.418
C -0.437 1.041 2.703 -0.461
C 3.673 -4.203 2.152 -0.372
H -1.242 6.117 2.319 0.319
C -0.452 0.651 -0.672 -0.224
C -0.327 6.488 1.850 -0.344
H -1.821 -1.822 1.378 0.397
C 1.114 -5.349 -5.488 -0.470
H -6.725 2.591 0.353 0.376
H 0.887 1.230 -2.309 0.501
N 4.182 -4.880 -3.418 1.070
C -6.403 1.583 0.064 -0.448
H -0.585 -6.571 -5.019 0.390
C 4.882 -3.476 -0.248 -0.787
H 1.330 1.021 1.587 0.517
O 4.763 -4.072 -4.119 -0.617
Cl -2.954 0.131 3.390 -0.134
H 5.566 -5.058 2.670 0.407
O -3.033 2.409 -0.425 -0.257
C -7.535 1.016 -0.819 -0.507
H -0.131 5.600 -0.061 0.616
H 2.992 -2.624 -0.781 0.595
H 2.573 -6.604 -2.140 0.464
H -2.678 4.069 0.726 0.624
Cl 1.829 3.420 3.316 0.094
H -7.961 1.882 -1.331 0.251
H -1.402 0.864 -1.166 0.283
H -0.125 -1.454 1.745 -0.085
C 2.869 -5.362 -3.870 0.105
H -7.115 0.311 -1.527 0.345
H 6.644 -4.405 0.545 0.435
H -2.421 2.530 1.541 0.434
C 0.392 -6.233 -4.697 -0.399
N 1.012 3.066 1.836 -0.048
C 0.572 7.023 2.979 -1.385
H -0.845 4.130 2.049 0.086
O 1.080 -3.451 2.498 -0.619
O -8.519 0.420 -0.002 -0.531
H 1.164 7.873 2.657 0.398
C 2.165 -6.250 -3.076 -0.139
H 3.210 0.943 -0.422 0.393
C -2.284 3.049 0.586 -1.601
Cl -1.095 2.257 3.875 -0.084
C 0.571 0.334 -1.770 -1.290
C 0.038 1.848 0.156 -0.819
C 2.360 -4.908 -5.074 -0.482
H -4.702 3.632 -0.684 0.328
O 4.611 -5.311 -2.361 -0.584
H -4.568 2.801 0.867 0.480
H -8.797 1.068 0.657 0.311
C -0.830 3.177 0.213 0.525
C 0.918 -6.685 -3.495 -0.573
H 1.195 6.269 3.451 0.308
C -0.050 3.969 1.327 -0.624
C 0.454 1.679 1.615 -0.373
H -0.617 7.343 1.243 0.480
C 2.968 -3.517 1.178 -0.210
H 0.882 2.210 -0.444 0.544
C 5.000 -4.524 1.918 -0.544
I 2.418 5.771 0.677 0.118
C 2.874 0.363 -1.296 0.088
H 0.167 -0.361 -2.502 0.423
H 3.206 -4.487 3.084 0.496
H -1.335 -1.854 3.043 0.570
C 5.605 -4.158 0.722 -0.545
H 1.793 3.057 1.167 0.742
O 1.689 -0.338 -1.134 -0.096
H -0.077 7.414 3.765 0.398
C -1.598 0.120 2.168 0.392
H 0.192 0.406 3.314 0.858
H -0.686 3.586 -0.785 1.009
H 2.919 -4.218 -5.690 0.463
H 5.355 -3.195 -1.178 0.445
C 0.306 5.415 0.912 -0.680
H -0.569 -0.275 -0.116 -0.026
C -1.157 -1.351 2.101 -1.382
N 1.569 -3.155 1.425 1.099
O 0.976 -2.565 0.529 -0.572
```

The HOMO energy is -11.6 eV. The calculation puts the LUMO energy at -3.7 eV. As for the orbital gap: 7.96 eV. The total charge is +1.